Record 1
Formula: C4H7N3
Source: the OMol25 dataset
Level of theory: ωB97M-V/def2-TZVPD

The geometry in XYZ format:
```
14
Properties=species:S:1:pos:R:3:forces:R:3:lowdin_charge:R:1
C -2.508 0.107 -0.195 -0.070 -0.006 0.016 -0.052
C -1.080 -0.222 0.097 0.015 0.069 -0.059 -0.351
C 0.026 0.585 0.009 0.002 -0.079 -0.021 -0.036
N 1.068 -0.238 0.251 -0.098 -0.013 -0.070 -0.209
C 2.473 0.046 0.055 0.129 0.002 0.016 -0.023
N 0.644 -1.483 0.485 -0.015 0.175 -0.070 0.020
N -0.652 -1.478 0.404 0.011 0.145 -0.056 0.037
H -3.122 -0.792 -0.105 0.097 0.111 0.031 0.075
H -2.904 0.873 0.480 0.054 -0.130 -0.057 0.074
H -2.603 0.484 -1.220 -0.044 -0.061 0.165 0.076
H 0.156 1.636 -0.204 -0.023 -0.153 -0.023 0.126
H 3.026 -0.877 0.229 -0.071 0.120 0.023 0.087
H 2.815 0.824 0.741 -0.051 -0.124 -0.057 0.088
H 2.630 0.375 -0.977 0.063 -0.056 0.162 0.090
```
Positions in Å, forces in eV/Å.

Calculated values
SMILES string = Cc1cn(C)nn1
total energy = -8730.9004 eV
M = 97.121 g mol⁻¹
HOMO = -9.329 eV
HOMO-LUMO gap = 10.2 eV
relative energy (zero: lowest compared OMol25 entry of this formula, charge and spin) = 75.2 kJ/mol
charge = 0

---

Record 2
Formula: C20H25N2O
Source: the OMol25 dataset
Level of theory: ωB97M-V/def2-TZVPD

The geometry in XYZ format:
```
48
Properties=species:S:1:pos:R:3:forces:R:3:lowdin_charge:R:1
C -5.263 0.082 1.852 -0.333 0.022 -0.076 -0.095
C -4.850 1.345 2.227 -0.172 0.059 -0.017 -0.084
C -3.515 1.601 2.449 0.511 -0.256 -0.022 -0.046
C -2.553 0.593 2.300 -0.496 -0.202 0.033 -0.246
C -1.147 0.909 2.486 1.023 -0.361 -0.209 -0.055
C -0.123 0.029 2.373 0.234 1.242 -0.446 -0.092
N 1.233 0.350 2.325 0.643 -0.090 0.596 -0.128
C 2.152 -0.735 1.928 -0.531 0.279 0.179 -0.133
C 3.625 -0.379 2.127 -0.029 0.246 0.179 -0.181
O 3.940 0.877 1.555 -0.146 -0.042 -0.586 -0.140
C 3.176 1.923 2.128 0.069 -0.293 0.218 -0.180
C 1.674 1.705 1.929 -0.453 -0.566 0.363 -0.126
C -2.996 -0.683 1.924 0.125 0.336 0.022 -0.060
C -4.334 -0.930 1.703 -0.009 -0.127 -0.039 -0.092
H -6.308 -0.111 1.668 -0.141 -0.043 0.000 0.103
H -5.574 2.135 2.341 -0.110 0.124 0.040 0.106
H -3.193 2.587 2.739 0.051 0.213 0.078 0.109
H -0.911 1.938 2.696 -0.037 0.322 -0.031 0.092
H -0.358 -1.011 2.229 0.236 -0.376 0.061 0.106
H 1.889 -1.629 2.503 0.156 0.111 -0.020 0.130
H 1.953 -0.963 0.879 0.247 -0.150 -0.373 0.098
H 3.891 -0.338 3.189 -0.237 -0.110 0.155 0.128
H 4.292 -1.117 1.664 -0.335 0.128 -0.017 0.132
H 3.436 1.976 3.190 -0.264 0.033 0.162 0.128
H 3.525 2.857 1.671 -0.302 -0.244 -0.031 0.133
H 1.404 1.844 0.880 0.053 0.159 -0.402 0.111
H 1.104 2.443 2.498 0.218 -0.046 0.010 0.117
H -2.283 -1.479 1.797 0.091 -0.220 -0.023 0.093
H -4.659 -1.914 1.405 -0.030 -0.179 -0.012 0.103
C 0.339 1.711 -2.953 0.257 0.537 -0.201 0.022
N -0.179 0.382 -2.595 -3.366 -0.202 2.723 -0.078
C 0.498 -0.769 -3.149 0.499 -1.579 -0.444 -0.234
C 0.096 -1.316 -4.374 -0.325 0.882 0.653 -0.007
C 0.740 -2.421 -4.888 0.141 -0.127 0.031 -0.052
C 1.788 -3.006 -4.198 0.002 0.130 0.000 -0.046
C 2.196 -2.473 -2.986 0.005 -0.125 -0.143 -0.050
C 1.561 -1.367 -2.462 -0.694 0.889 0.152 -0.007
C -1.236 0.254 -1.759 3.634 0.064 -2.800 0.273
H 1.202 1.601 -3.611 -0.191 -0.155 0.142 0.114
H -0.423 2.290 -3.476 -0.037 -0.114 0.067 0.112
H 0.653 2.251 -2.059 -0.077 -0.116 0.032 0.104
H -0.728 -0.858 -4.895 -0.158 0.017 -0.210 0.121
H 0.421 -2.833 -5.830 -0.094 -0.038 -0.164 0.117
H 2.293 -3.866 -4.607 0.034 -0.110 -0.031 0.118
H 3.009 -2.925 -2.446 0.144 -0.045 0.129 0.117
H 1.864 -0.943 -1.519 0.176 0.021 0.232 0.103
H -1.588 -0.725 -1.510 0.013 -0.512 -0.012 0.121
H -1.731 1.105 -1.339 0.005 0.613 0.051 0.119
```
Positions in Å, forces in eV/Å.

Calculated values
total energy = -26164.9612 eV
M = 309.433 g mol⁻¹
HOMO = -9.812 eV
HOMO-LUMO gap = 4.8 eV
relative energy (zero: lowest compared OMol25 entry of this formula, charge and spin) = 308.2 kJ/mol
charge = +1

---

Record 3
Formula: C25H39BCl2O15
Source: the OMol25 dataset
Level of theory: ωB97M-V/def2-TZVPD

The geometry in XYZ format:
```
82
Properties=species:S:1:pos:R:3:forces:R:3:lowdin_charge:R:1
C -1.302 -3.249 2.256 -0.171 0.034 -0.045 -0.089
C -1.333 -3.050 0.730 0.024 -0.148 0.087 -0.135
B 0.073 -3.069 0.008 -0.158 0.576 -0.402 -0.480
O 0.126 -3.805 -1.153 -0.249 -0.748 0.337 0.140
C 1.410 -2.349 0.459 0.151 -0.672 0.644 -0.144
C 2.212 -3.356 1.329 0.223 0.424 0.053 -0.020
C 3.304 -2.454 1.862 -0.190 0.165 -0.136 -0.480
O 4.411 -2.747 2.202 0.469 -0.140 0.155 0.122
O 2.852 -1.186 1.884 -0.297 -0.028 0.084 0.015
C 1.459 -1.166 1.421 0.926 -0.023 -0.045 -0.266
C 1.138 0.217 0.859 -0.046 0.004 -0.010 -0.619
Cl 2.554 0.964 0.080 0.040 0.062 -0.125 0.670
C -0.112 0.174 -0.042 -0.150 0.290 0.101 -0.682
C -1.083 1.331 0.198 0.019 0.045 -0.005 -0.084
Cl 0.270 0.043 -1.795 0.013 -0.214 -0.102 0.641
H -2.310 -3.449 2.624 -0.003 0.004 0.008 0.075
H -0.954 -2.360 2.784 0.114 -0.038 -0.002 0.060
H -0.689 -4.105 2.547 0.044 0.055 0.025 0.072
H -1.897 -2.136 0.515 0.016 -0.070 -0.034 0.096
H -1.924 -3.854 0.280 -0.022 0.036 -0.005 0.102
H 0.965 -4.234 -1.347 0.188 0.519 -0.286 0.109
H 2.076 -2.107 -0.379 -0.311 0.061 -0.192 0.150
H 2.637 -4.215 0.819 -0.046 -0.066 0.030 0.135
H 1.632 -3.666 2.204 -0.063 -0.219 -0.135 0.134
H 0.895 -1.334 2.339 -0.507 0.096 -0.275 0.145
H 0.901 0.877 1.686 0.042 -0.071 0.105 0.080
H -0.618 -0.761 0.164 -0.002 0.102 0.114 0.049
H -0.731 1.969 1.008 -0.021 0.017 0.011 0.083
H -2.056 0.942 0.486 -0.069 0.024 0.001 0.080
H -1.222 1.957 -0.677 0.109 -0.102 -0.005 0.043
C 6.694 -0.124 1.343 -0.052 0.143 -0.023 -0.018
C 7.421 -1.183 0.561 -0.044 -0.046 0.064 -0.323
C 8.286 -2.118 1.383 -0.005 0.006 0.014 -0.090
O 9.332 -2.461 0.466 0.040 0.014 0.026 0.059
C 9.440 -1.463 -0.444 0.024 0.018 -0.032 -0.571
O 10.325 -1.359 -1.231 -0.043 -0.017 0.033 0.158
O 8.402 -0.606 -0.328 -0.024 -0.017 -0.060 0.082
H 6.146 -0.595 2.160 -0.043 0.008 -0.023 0.082
H 7.395 0.607 1.748 0.053 -0.083 0.047 0.093
H 5.976 0.404 0.718 -0.005 -0.007 0.000 0.079
H 6.724 -1.757 -0.055 -0.005 -0.017 0.016 0.156
H 7.771 -3.017 1.708 0.011 -0.025 -0.049 0.137
H 8.727 -1.608 2.244 -0.023 0.008 0.012 0.139
C -2.974 6.292 -4.159 -0.097 0.044 0.060 -0.022
C -2.195 5.711 -3.007 0.016 -0.018 -0.058 -0.319
C -1.909 4.223 -3.097 -0.036 0.004 -0.003 -0.081
O -1.888 3.835 -1.719 -0.041 0.026 -0.064 0.037
C -2.639 4.713 -1.017 -0.030 -0.035 0.122 -0.558
O -2.965 4.565 0.118 0.029 0.015 -0.070 0.158
O -2.960 5.774 -1.785 0.031 0.071 0.013 0.089
H -2.497 6.023 -5.102 0.014 0.015 -0.002 0.091
H -3.993 5.905 -4.154 0.027 -0.065 -0.039 0.094
H -3.021 7.377 -4.094 -0.001 -0.003 0.010 0.086
H -1.270 6.268 -2.836 0.015 -0.016 -0.014 0.158
H -0.954 3.980 -3.555 0.033 0.005 0.061 0.141
H -2.712 3.680 -3.601 -0.005 0.019 -0.026 0.142
C -4.602 2.530 2.787 0.068 -0.024 -0.114 -0.009
C -3.746 1.708 3.714 -0.056 0.065 0.046 -0.308
C -3.003 2.481 4.789 0.022 0.032 -0.034 -0.079
O -1.805 1.706 4.961 0.018 0.068 0.006 0.075
C -1.575 1.043 3.812 0.072 -0.031 -0.096 -0.558
O -0.557 0.476 3.544 -0.115 -0.025 0.053 0.148
O -2.641 1.115 2.997 -0.035 -0.156 0.011 0.070
H -5.276 3.161 3.368 -0.012 -0.010 0.005 0.093
H -3.978 3.163 2.154 0.004 0.058 0.054 0.079
H -5.201 1.892 2.140 0.011 -0.010 0.002 0.091
H -4.313 0.887 4.161 -0.002 0.005 0.002 0.157
H -3.532 2.546 5.735 0.040 -0.064 0.029 0.138
H -2.722 3.481 4.449 -0.033 0.010 -0.011 0.142
C -2.734 -2.301 -5.205 -0.099 0.102 -0.026 -0.020
C -2.653 -2.032 -3.724 0.085 -0.076 -0.030 -0.324
C -3.102 -3.171 -2.829 0.111 0.001 0.018 -0.084
O -3.608 -2.474 -1.683 -0.094 -0.009 -0.008 0.050
C -3.993 -1.236 -2.075 0.045 0.029 -0.020 -0.566
O -4.611 -0.475 -1.402 0.035 -0.020 0.008 0.158
O -3.572 -0.991 -3.336 0.013 0.069 0.030 0.080
H -2.223 -3.235 -5.441 0.020 0.007 -0.001 0.091
H -3.777 -2.378 -5.515 0.001 -0.080 0.017 0.092
H -2.267 -1.500 -5.776 0.000 0.005 0.006 0.085
H -1.651 -1.699 -3.438 -0.009 -0.032 0.026 0.129
H -2.289 -3.826 -2.526 0.005 0.040 0.087 0.128
H -3.912 -3.755 -3.273 -0.002 0.022 -0.034 0.140
```
Positions in Å, forces in eV/Å.

Calculated values
SMILES string = CCB(O)[C@@H]1CC(=O)O[C@H]1[C@@H](Cl)[C@@H](C)Cl.C[C@@H]1COC(=O)O1.C[C@@H]1COC(=O)O1.C[C@@H]1COC(=O)O1.C[C@@H]1COC(=O)O1
total energy = -82994.9905 eV
M = 661.290 g mol⁻¹
HOMO = -10.084 eV
HOMO-LUMO gap = 10.3 eV
charge = 0